(1)
37
Properties=species:S:1:pos:R:3:mulliken_charge:R:1 method="wB97M-V/def2-TZVPD" gap_ha="0.098 / 0.099" total_energy_ev=-71293.5533 fmax_ev_per_a=2.80 total_charge=-1 e_homo_ev="-0.179 / -0.181" multiplicity=1 mol_weight_g_mol=328.22 de_lowest_ev=0.000
S -1.32 -0.75 -0.04 -0.167
H -1.40 -3.19 3.95 0.364
H -1.01 2.39 -2.97 0.152
Cl 2.40 0.69 -2.38 -0.576
H -0.36 -5.37 2.99 0.413
Cl 2.20 -0.57 1.21 -0.542
H -1.89 -4.81 2.31 0.316
H 2.20 4.83 -1.48 0.305
H 1.32 2.96 -2.80 0.097
C 0.61 3.72 -2.44 -0.555
H -1.01 -0.29 -2.36 0.126
H 0.90 -4.43 1.12 0.313
C -0.68 2.25 -0.85 -0.291
C 0.27 2.47 0.13 -0.618
C 1.21 4.43 -1.22 -0.713
N -0.71 -3.40 0.27 -0.221
Sc 1.06 0.47 -0.54 0.204
C -0.83 -4.58 2.39 -0.710
C -0.69 -3.25 3.11 -0.616
H -0.57 -3.36 -0.74 0.299
C 1.32 3.56 0.04 -0.330
H 0.47 4.45 -3.25 0.354
H -1.19 -1.22 2.57 0.215
H 0.58 5.30 -0.99 0.334
H 2.33 3.12 0.10 0.204
H 1.24 4.22 0.92 0.264
H -1.52 3.81 -2.07 0.286
H 0.20 1.98 1.12 0.274
H -0.41 -5.44 0.46 0.415
C -0.18 -4.54 1.03 -0.715
C -0.73 3.04 -2.13 -0.693
N -1.02 -2.16 2.19 -0.121
C -0.52 -0.83 -1.55 -0.559
H -1.59 1.67 -0.65 0.735
H -0.03 -1.77 -1.83 0.139
H 0.33 -3.12 3.50 0.297
C -0.97 -2.24 0.87 0.322

***

(2)
39
Properties=species:S:1:pos:R:3:mulliken_charge:R:1 method="wB97M-V/def2-TZVPD" gap_ha=0.326 total_energy_ev=-45697.1434 fmax_ev_per_a=4.79 total_charge=0 e_homo_ev=-9.094 multiplicity=1 mol_weight_g_mol=309.82 de_lowest_ev=2.615
C -0.20 0.84 -3.90 -0.709
C 0.29 -0.57 -1.70 0.938
H -2.39 -0.54 4.50 0.288
H -3.29 1.86 3.01 0.415
C -0.15 -0.46 -4.78 -0.677
H -0.71 -0.35 -1.28 0.199
C 0.43 1.01 2.88 -0.677
H -0.11 -2.51 -2.06 0.458
H 2.12 -0.10 3.75 0.415
H 0.81 -1.22 3.41 0.234
H -0.25 -2.54 -4.52 0.350
H 1.33 -2.11 -2.78 0.389
C -2.29 1.55 3.36 -1.006
C 0.31 -1.80 -2.62 -1.334
C 0.92 -0.86 0.59 -0.101
H 0.50 1.55 -1.95 0.262
H -1.93 2.44 3.79 0.526
C -0.49 -1.70 -3.94 -0.637
N 1.34 -0.67 -0.73 -0.265
H 1.11 1.83 2.47 0.309
H -3.43 0.86 5.02 0.364
H 0.20 1.49 3.84 0.442
C -2.43 0.65 4.61 -0.324
H -0.80 -0.35 -5.64 0.357
H 0.08 1.70 -4.57 0.330
Cl -1.19 1.14 5.83 -0.199
O -0.04 -1.61 0.83 -0.527
N 3.13 -0.93 1.42 -0.304
S -1.20 0.76 2.07 0.604
C 0.64 0.63 -2.55 -1.252
H 1.66 0.54 -2.76 0.618
N 1.83 -0.59 1.65 0.892
O -1.12 1.72 1.02 -0.658
C 1.35 -0.27 3.02 -0.564
H -1.56 -1.71 -3.68 0.360
O 3.90 -0.17 1.96 -0.432
H -1.31 0.94 -3.63 0.292
H 2.02 0.05 -0.74 0.330
H 0.91 -0.49 -5.17 0.296

***

(3)
53
Properties=species:S:1:pos:R:3:mulliken_spin:R:1 method="wB97M-V/def2-TZVPD" gap_ha="0.299 / 0.300" total_energy_ev=-104058.0510 fmax_ev_per_a=1.69 total_charge=-1 e_homo_ev="-5.740 / -5.746" multiplicity=2 s2=0.76 mol_weight_g_mol=567.18 de_lowest_ev=0.345
P 3.08 0.29 -0.69 0.005
P 1.30 2.56 -1.00 0.003
C 1.78 -3.17 0.68 0.000
O 2.04 0.41 0.41 0.008
H -4.88 2.06 0.35 -0.001
H -3.00 -1.51 -0.73 0.000
O -0.61 0.85 2.15 -0.024
H -5.40 -0.21 -0.29 -0.001
O -1.13 -1.66 1.32 0.007
H 0.43 -2.01 2.71 0.000
N 1.07 -2.21 0.11 -0.002
H -2.14 2.28 0.42 0.000
H 4.32 1.67 -3.04 0.000
H 5.17 0.68 -0.45 0.000
H 0.21 3.80 -2.31 0.001
H -4.01 2.27 -1.18 0.000
H -3.85 1.18 2.30 0.000
N 2.34 -4.21 0.03 0.000
C -3.01 0.74 1.76 0.003
H -4.31 -1.04 1.66 0.000
H 1.18 0.22 -2.71 0.000
O -2.20 0.37 -0.38 0.020
O 3.53 -1.01 -1.21 0.000
C 3.58 2.34 -2.60 0.000
C -1.77 0.92 2.69 -0.001
H 3.06 -4.74 0.48 0.000
C 2.47 1.51 -1.98 0.000
O -2.69 -2.67 2.54 -0.001
H 3.15 2.95 -3.39 0.000
N 1.45 -2.02 2.79 0.000
H 4.04 2.98 -1.86 0.000
N 0.77 -2.18 -1.15 0.003
C -2.79 1.42 0.40 -0.002
O -0.01 1.94 -0.68 0.010
N 1.94 -3.06 1.99 0.000
O 2.07 3.20 0.23 0.000
C -3.25 -0.59 -0.21 0.001
H 2.47 -3.76 2.49 0.000
O 1.08 3.88 -1.88 0.001
H -4.55 0.07 -1.82 0.000
O 0.22 -1.09 -1.51 -0.002
H 2.21 2.48 0.88 0.000
C -2.32 -1.77 1.79 0.003
Co -0.16 -0.05 0.43 0.968
C -4.14 1.62 -0.31 0.003
H 1.75 -1.14 2.39 0.000
O -1.99 1.18 3.86 -0.003
H 2.30 -4.15 -0.98 0.000
C -4.48 0.17 -0.73 0.002
C -3.33 -0.72 1.32 -0.001
O 4.37 1.10 -0.09 0.000
O 1.73 0.94 -3.04 0.001
O 0.94 -3.09 -1.95 -0.001

***

(4)
48
Properties=species:S:1:pos:R:3:mulliken_charge:R:1 method="wB97M-V/def2-TZVPD" gap_ha=0.302 total_energy_ev=-60666.7099 fmax_ev_per_a=6.13 total_charge=+1 e_homo_ev=-12.507 multiplicity=1 mol_weight_g_mol=450.36 de_lowest_ev=0.000
H -5.58 5.40 1.84 0.240
N 2.01 0.23 -0.94 0.053
N 0.14 -5.01 -0.95 -0.594
H -1.57 3.36 2.17 0.239
H -2.26 1.27 -0.47 0.367
F 4.09 0.12 1.08 -0.213
H -3.56 1.92 1.95 0.154
C 1.69 -1.05 -1.55 0.801
C 0.45 -3.68 1.06 -0.915
N -4.39 2.43 1.70 -0.298
N -5.54 4.41 1.64 -0.401
H 2.48 -1.39 -3.60 0.325
F 5.76 1.19 -0.03 -0.164
H 0.85 -4.67 1.43 0.349
H -0.14 -4.96 -1.94 0.295
H -3.03 -1.82 0.57 0.296
C 4.46 1.24 0.36 0.779
H -1.59 -2.47 -1.19 0.361
O -2.24 -1.78 1.16 -0.366
C -0.48 -2.62 -1.33 -0.811
C -0.25 2.73 0.95 -0.773
H -0.34 -2.79 -2.44 0.482
H 1.45 -3.57 -3.10 0.307
H -0.39 -3.40 1.75 0.236
H 1.87 2.66 0.40 0.410
C 0.02 -3.83 -0.45 0.220
H -5.15 1.94 1.27 0.160
H 3.64 -1.77 -2.24 0.414
S 3.44 1.18 -1.24 0.940
O 4.30 0.58 -2.24 -0.604
O -3.45 4.32 2.52 -0.700
H 1.46 1.62 1.82 0.305
C -4.40 3.76 1.99 0.689
O -2.68 0.80 0.28 -0.440
C 1.11 1.93 0.78 -0.203
P -1.54 -0.26 0.95 0.070
C 2.57 -1.88 -2.59 -0.799
C 1.00 0.62 -0.05 0.157
H 2.35 -3.74 -1.67 0.279
H -0.86 3.15 0.11 0.645
N -0.67 2.85 2.16 -0.514
C 0.37 -1.35 -0.97 -0.122
H 1.33 -2.96 1.12 0.175
N 2.30 -3.32 -2.60 -0.554
H -6.33 3.97 1.21 0.162
O 3.10 2.53 -1.70 -0.574
F 4.26 2.40 1.03 -0.179
N -0.04 -0.31 -0.03 0.313

***

(5)
35
Properties=species:S:1:pos:R:3:mulliken_charge:R:1 method="wB97M-V/def2-TZVPD" gap_ha=0.322 total_energy_ev=-18805.6616 fmax_ev_per_a=3.50 total_charge=0 smiles="NCCCCCCOC=O.c1cc[nH]c1" e_homo_ev=-8.045 multiplicity=1 mol_weight_g_mol=212.29 de_lowest_ev=2.929
C 3.11 0.00 0.64 -0.619
N -5.14 0.30 -0.07 0.092
H -0.47 1.35 1.61 0.313
C -0.37 0.77 0.70 -0.423
O -2.57 -0.86 1.11 -0.495
H -6.49 -1.32 -0.36 0.367
H 1.42 1.96 0.56 0.425
H -1.41 -2.19 0.26 0.446
H 1.45 -0.92 -0.37 0.312
H 5.20 -1.56 1.70 0.355
O -0.38 -0.62 1.08 -0.283
H 4.49 -0.27 -0.96 0.309
H 6.19 -2.57 -0.16 0.275
C 1.91 0.06 -0.31 -0.658
H 2.83 -0.54 1.53 0.223
C -6.86 0.60 -1.43 -0.413
C 5.46 -0.97 0.83 -0.678
H -4.23 2.22 -0.24 0.363
C 0.93 1.19 -0.01 -0.895
H -7.75 0.42 -2.00 0.384
H 0.65 1.64 -0.94 0.376
N 6.55 -1.67 0.13 -0.672
C -6.24 -0.30 -0.61 -0.510
H 3.82 -1.73 -0.33 0.281
C 4.24 -0.77 -0.04 -0.541
H 6.72 -1.18 -0.74 0.267
C -1.51 -1.25 0.79 0.050
H 5.83 -0.04 1.22 0.375
H 2.33 0.25 -1.29 0.567
C -5.04 1.58 -0.55 -0.382
H -4.50 -0.13 0.58 0.283
C -6.09 1.80 -1.40 -0.505
H 3.44 1.01 0.87 0.390
H -1.22 1.04 0.10 0.237
H -6.30 2.71 -1.93 0.382

***

(6)
34
Properties=species:S:1:pos:R:3:mulliken_charge:R:1 method="wB97M-V/def2-TZVPD" gap_ha="0.243 / 0.243" total_energy_ev=-23989.7723 fmax_ev_per_a=5.33 total_charge=+1 e_homo_ev="-11.954 / -11.953" multiplicity=1 mol_weight_g_mol=211.27 de_lowest_ev=1.613
H -2.72 2.43 0.32 0.298
H -1.84 -2.74 -2.13 0.079
C 3.64 -0.64 0.98 0.127
C 0.48 0.03 -0.34 -0.474
C -2.98 0.51 1.32 -0.148
C 3.38 1.20 -1.78 -0.956
H 3.99 1.84 0.20 0.378
H -2.89 2.54 2.07 0.364
C 3.10 1.41 -0.29 -0.671
C -2.36 -0.24 -1.02 -0.577
H -4.30 2.20 1.07 0.344
C 1.54 -0.50 0.27 0.761
C 1.70 -1.76 0.93 -0.456
H -3.63 -1.30 0.34 0.311
H 3.58 2.15 -2.26 0.363
C -3.43 -0.26 0.08 -0.727
H 2.52 0.74 -2.26 0.322
N 2.79 0.16 0.36 0.131
H 4.24 0.55 -1.91 0.331
C -3.23 2.01 1.18 -1.233
H 0.28 1.01 -0.73 0.354
H -4.34 0.17 -0.32 0.434
H 0.92 -2.48 1.06 0.559
H -3.52 0.14 2.19 0.310
H -1.47 -3.32 -0.20 0.067
H -2.78 -0.60 -1.97 0.444
N -1.30 -1.07 -0.59 -0.011
H 4.67 -0.37 1.13 0.460
C 2.99 -1.83 1.38 -1.047
H -1.91 0.32 1.49 0.111
P -0.82 -2.56 -1.18 -0.184
H 2.27 2.10 -0.15 0.324
H 3.45 -2.62 1.93 0.456
H -2.03 0.79 -1.17 0.158